i:
Molecular formula: C4H7N3O2
Method: DFT, ωB97M-V with the def2-TZVPD basis set

Each line ends with the Mulliken charge.
Element x y z (Å)
C (-1.369, -1.138, 0.094)  -0.384
C (-1.368, 1.263, 0.041)  -0.799
C (-2.152, 0.082, -0.298)  1.122
C (0.829, -0.168, 0.267)  -0.258
N (-0.082, -1.208, 0.557)  -0.314
N (1.421, -0.169, -1.066)  -0.615
N (-0.162, 1.124, 0.478)  -0.075
O (-2.302, -0.424, 0.940)  -0.457
O (-3.204, -0.065, -1.103)  -0.545
H (-1.772, -2.153, 0.005)  0.411
H (1.616, 0.115, 0.980)  0.399
H (0.497, -2.042, 0.267)  0.326
H (1.634, 0.881, -1.207)  0.280
H (0.798, -0.437, -1.825)  0.284
H (0.345, 2.044, 0.753)  0.270
H (-3.268, 0.577, -1.891)  0.354

- Lowest unoccupied orbital energy: 0.564 eV

ii:
Molecular formula: C4H7N3O2
Method: DFT, ωB97M-V with the def2-TZVPD basis set

Each line ends with the Mulliken charge.
Element x y z (Å)
N (0.309, 0.411, 1.584)  -0.297
C (0.378, 1.415, 0.763)  0.356
O (-0.166, 2.519, 0.827)  -0.662
N (1.190, 1.168, -0.352)  -0.139
C (1.672, -0.164, -0.581)  -0.547
C (0.974, -1.290, -0.792)  -0.100
N (-0.308, -1.550, -0.538)  -0.125
C (-1.500, -0.885, -0.695)  0.164
O (-2.549, -1.532, -0.503)  -0.589
H (1.007, -0.252, 1.624)  0.251
H (-0.362, 0.504, 2.472)  0.276
H (1.475, 1.886, -0.971)  0.198
H (2.724, -0.204, -0.660)  0.412
H (1.531, -2.230, -0.761)  0.285
H (-0.526, -2.500, -0.350)  0.208
H (-1.608, 0.234, -0.970)  0.309

- SMILES string: NC(=O)N/C=C\NC=O
- Lowest unoccupied orbital energy: 0.510 eV

It comes down to ii, which is 407.0 kJ/mol more stable than the next structure.

i:
Molecular formula: CH7N3O
Method: DFT, ωB97M-V with the def2-TZVPD basis set

Each line ends with the Mulliken charge.
Element x y z (Å)
C (-1.439, 0.924, 0.145)  -0.724
N (-0.202, 0.562, -0.516)  -0.412
N (0.813, -0.317, 0.497)  0.113
N (0.918, -1.634, 0.234)  -0.405
O (1.965, 0.322, -0.008)  -0.518
H (-2.042, 0.056, 0.438)  0.281
H (-1.191, 1.491, 1.042)  0.287
H (-2.054, 1.536, -0.521)  0.281
H (-0.393, 0.038, -1.372)  0.196
H (1.395, -1.897, -0.627)  0.223
H (0.832, -2.224, 1.050)  0.236
H (1.397, 1.141, -0.362)  0.442

- SMILES string: CNN(N)O
- Lowest unoccupied orbital energy: 1.171 eV

ii:
Molecular formula: CH7N3O
Method: DFT, ωB97M-V with the def2-TZVPD basis set

Each line ends with the Mulliken charge.
Element x y z (Å)
C (0.855, 0.373, 0.432)  0.087
N (1.558, 0.814, -0.671)  -0.438
N (0.875, -0.890, 0.881)  -0.228
N (-1.890, -0.127, 0.034)  -0.817
O (1.302, -1.928, 0.063)  -0.449
H (-0.487, 0.395, 0.260)  0.302
H (0.986, 0.955, 1.355)  0.264
H (1.120, 1.522, -1.241)  0.194
H (2.120, 0.185, -1.201)  0.229
H (-2.714, 0.108, 0.528)  0.245
H (-2.090, -0.313, -0.923)  0.254
H (-1.635, -1.095, 0.482)  0.356

- Lowest unoccupied orbital energy (alpha / beta): 0.346 / 0.346 eV

iii:
Molecular formula: CH7N3O
Method: DFT, ωB97M-V with the def2-TZVPD basis set

Each line ends with the Mulliken charge.
Element x y z (Å)
N (0.415, -0.372, 1.068)  -0.696
C (-0.572, -0.192, 0.270)  0.639
N (-1.897, -0.011, 0.681)  -0.506
N (-0.410, -0.261, -1.080)  -0.413
H (0.124, -0.302, 2.034)  0.148
H (-1.957, 0.233, 1.657)  0.220
H (-2.471, 0.539, 0.056)  0.216
H (-1.178, 0.004, -1.667)  0.180
H (0.533, -0.150, -1.433)  0.258
O (2.476, -0.037, -0.862)  -0.754
H (2.015, -0.251, -0.022)  0.395
H (2.920, 0.801, -0.702)  0.314

- SMILES string: N=C(N)N.O
- Lowest unoccupied orbital energy: 0.802 eV

It comes down to iii, which is 479.7 kJ/mol more stable than the next structure.

i:
Molecular formula: CH5NO
Method: DFT, ωB97M-V with the def2-TZVPD basis set

Each line ends with the Mulliken charge.
Element x y z (Å)
C (-1.131, 0.516, 0.001)  -0.243
N (-0.857, -0.692, 0.238)  -0.503
H (-0.816, 0.918, -0.961)  0.303
H (-1.660, 1.185, 0.682)  0.239
H (-1.197, -0.970, 1.162)  0.213
O (2.122, -0.523, -0.603)  -0.668
H (1.294, -0.820, -0.201)  0.356
H (2.245, 0.385, -0.319)  0.303

- SMILES string: C=N.O
- Lowest unoccupied orbital energy: 0.947 eV

ii:
Molecular formula: CH5NO
Method: DFT, ωB97M-V with the def2-TZVPD basis set

Each line ends with the Mulliken charge.
Element x y z (Å)
C (-1.383, -0.229, -0.118)  -0.694
N (1.556, 0.186, 0.119)  -0.220
O (0.722, -0.361, -0.683)  -0.353
H (-1.314, 0.870, -0.381)  0.215
H (-1.229, -0.639, 0.843)  0.311
H (-1.841, -0.708, -0.945)  0.246
H (1.660, -0.352, 0.995)  0.244
H (1.828, 1.232, 0.171)  0.252

- Lowest unoccupied orbital energy (alpha / beta): 0.627 / 0.887 eV

It comes down to i, which is 397.5 kJ/mol more stable than the next structure.

i:
Molecular formula: C4H8N2O2
Method: DFT, ωB97M-V with the def2-TZVPD basis set

Each line ends with the Mulliken charge.
Element x y z (Å)
C (-0.673, -1.162, -0.004)  -0.143
C (0.010, -1.154, 1.198)  -0.771
C (-0.404, 1.335, -0.841)  0.187
N (-0.421, 1.058, -2.170)  -0.309
C (1.266, 0.366, 1.190)  -0.102
O (-0.142, -1.730, -1.123)  -0.504
N (1.511, 1.054, 2.139)  -0.366
O (-0.993, 2.272, -0.342)  -0.579
H (0.798, -1.904, -0.977)  0.337
H (-1.712, -0.902, -0.120)  0.454
H (-1.062, 1.564, -2.763)  0.217
H (-0.092, 0.160, -2.489)  0.246
H (1.235, 1.076, 3.111)  0.263
H (-0.591, -0.958, 2.076)  0.377
H (0.749, -1.930, 1.361)  0.312
H (0.523, 0.855, -0.246)  0.379

- Lowest unoccupied orbital energy: 0.259 eV

ii:
Molecular formula: C4H8N2O2
Method: DFT, ωB97M-V with the def2-TZVPD basis set

Each line ends with the Mulliken charge.
Element x y z (Å)
C (-0.693, -1.453, -0.537)  -1.180
C (-0.147, -0.360, 0.364)  -0.252
C (1.008, -0.402, 0.980)  0.397
O (1.377, 0.668, 1.903)  -0.484
O (1.986, -1.219, 0.596)  -0.505
H (0.028, -1.915, -1.125)  0.294
H (-1.551, -1.167, -1.194)  0.297
H (-0.962, -2.137, 0.282)  0.277
H (-0.778, 0.509, 0.591)  0.470
H (2.249, 0.864, 1.595)  0.290
H (2.579, -1.549, 1.303)  0.335
N (-0.425, 3.278, -0.288)  -0.546
C (0.217, 2.498, -0.952)  0.473
N (0.947, 1.707, -1.459)  -0.390
H (-1.447, 3.238, -0.005)  0.283
H (1.265, 1.752, -2.412)  0.241

- SMILES string: CC=C(O)O.N=C=N
- Lowest unoccupied orbital energy: 0.657 eV

It comes down to ii, which is 167.8 kJ/mol more stable than the next structure.

i:
Molecular formula: C2HN5O
Method: DFT, ωB97M-V with the def2-TZVPD basis set

Each line ends with the Mulliken charge.
Element x y z (Å)
O (-2.151, -0.080, 0.679)  -0.429
C (-1.278, -0.222, -0.102)  0.669
N (-0.703, 0.929, -0.812)  -0.139
N (0.452, 1.292, -0.615)  -0.167
C (1.064, 0.498, 0.431)  0.099
N (1.215, -0.764, 0.478)  -0.116
N (0.527, -1.525, -0.468)  -0.114
N (-0.642, -1.339, -0.738)  -0.172
H (1.517, 1.211, 1.145)  0.368

- SMILES string: O=c1nncnnn1
- Lowest unoccupied orbital energy: -1.146 eV

ii:
Molecular formula: C2HN5O
Method: DFT, ωB97M-V with the def2-TZVPD basis set

Each line ends with the Mulliken charge.
Element x y z (Å)
O (1.755, -0.341, 1.600)  -0.459
C (0.643, -0.283, 0.977)  0.511
N (-0.002, -1.296, 0.219)  -0.326
C (-0.484, -0.956, -0.841)  0.083
N (-0.451, 0.432, -1.390)  -0.164
N (0.039, 1.493, -0.841)  -0.144
N (-0.218, 1.735, 0.369)  0.136
N (-0.291, 0.854, 1.288)  -0.130
H (-0.992, -1.638, -1.381)  0.492

- SMILES string: O=c1ncnnnn1
- Lowest unoccupied orbital energy: -2.752 eV

It comes down to i, which is 129.9 kJ/mol more stable than the next structure.